C14H51HgO14 | ωB97M-V with the def2-TZVPD basis set

Structure (XYZ):
```
80
Properties=species:S:1:pos:R:3:forces:R:3
Hg -25.734 -9.943 -10.605 1.3 0.5 0.8
C -23.549 -6.405 -11.075 -0.8 -0.1 -0.4
C -24.506 -7.548 -10.804 1.4 -0.6 0.3
O -24.443 -8.105 -9.675 0.6 -1.4 -1.3
O -25.228 -8.060 -11.720 -0.4 -0.1 -0.1
H -23.395 -6.273 -12.144 0.1 0.0 0.1
H -22.622 -6.614 -10.550 0.0 0.1 -0.1
H -23.981 -5.476 -10.701 0.0 0.0 0.1
C -21.503 -7.614 -7.584 0.1 -1.0 0.4
O -22.691 -6.857 -7.734 0.2 -0.5 -0.3
H -21.699 -8.663 -7.316 -0.3 0.0 0.1
H -20.883 -7.710 -8.483 0.0 0.6 0.1
H -20.935 -7.221 -6.745 0.1 0.3 -0.2
H -23.231 -7.309 -8.405 0.1 0.2 0.2
C -19.956 -5.522 -9.656 0.1 -0.3 0.2
O -19.501 -4.695 -10.692 -0.5 0.3 0.1
H -20.780 -6.187 -9.944 0.1 0.1 -0.3
H -19.120 -6.151 -9.346 0.0 -0.1 0.0
H -20.313 -5.033 -8.742 0.1 0.5 -0.1
H -20.264 -4.343 -11.198 0.3 -0.4 0.1
C -23.598 -4.164 -15.465 0.0 -0.2 0.4
O -23.135 -5.127 -14.507 0.5 0.2 0.0
H -22.762 -3.945 -16.127 -0.2 -0.2 -0.3
H -24.470 -4.590 -15.957 0.2 0.2 -0.4
H -23.890 -3.215 -15.007 0.0 -0.1 0.3
H -23.874 -5.695 -14.268 -0.5 0.2 0.1
C -24.591 -10.014 -7.112 0.5 0.6 0.7
O -25.438 -10.452 -8.170 -0.7 -0.5 -0.7
H -24.272 -8.995 -7.316 -0.3 0.1 -0.1
H -25.146 -10.037 -6.173 0.0 0.1 -0.1
H -23.676 -10.597 -6.973 -0.2 -0.4 -0.4
H -25.905 -11.241 -7.877 0.1 0.0 0.0
C -23.115 -3.886 -8.567 0.5 -0.5 -0.8
O -24.439 -3.421 -8.775 -0.2 -0.1 0.1
H -22.458 -3.510 -9.357 0.2 0.5 0.3
H -22.744 -3.700 -7.560 0.0 0.2 -0.1
H -23.071 -4.964 -8.742 -0.4 0.2 0.4
H -24.480 -2.483 -8.573 0.0 0.0 0.0
C -26.040 -6.368 -8.690 -0.1 1.3 0.2
O -26.471 -5.274 -9.508 0.1 -0.5 -0.3
H -26.215 -6.091 -7.649 0.3 -0.3 0.2
H -26.607 -7.275 -8.906 -0.3 0.2 -0.2
H -24.998 -6.594 -8.934 -0.9 0.9 1.3
H -25.791 -4.592 -9.367 -0.3 0.2 0.0
C -26.864 -5.445 -13.177 0.3 0.1 0.7
O -25.757 -6.158 -13.722 0.3 -0.1 -0.5
H -27.820 -5.925 -13.389 0.0 0.0 -0.2
H -26.742 -5.360 -12.093 -0.2 0.0 0.0
H -26.858 -4.434 -13.577 0.0 -0.1 -0.2
H -25.586 -6.946 -13.189 -0.3 0.1 0.1
C -20.051 -9.113 -11.064 0.1 -0.3 0.3
O -19.881 -10.284 -10.265 0.3 0.4 0.4
H -20.949 -9.208 -11.686 0.2 0.1 -0.3
H -20.245 -8.274 -10.396 0.2 -0.1 0.0
H -19.146 -8.927 -11.640 -0.2 0.2 -0.3
H -20.055 -11.067 -10.789 0.4 0.0 -0.2
C -23.739 -10.551 -13.153 0.1 0.0 -0.8
O -25.071 -10.858 -12.705 -0.1 -0.1 0.3
H -23.814 -10.249 -14.198 0.2 0.0 0.0
H -23.312 -9.723 -12.596 -0.3 0.0 0.2
H -23.079 -11.417 -13.077 -0.1 0.0 0.1
H -25.405 -11.611 -13.205 -0.1 0.1 0.0
C -21.128 -7.632 -14.472 0.3 0.2 -0.2
O -20.238 -8.734 -14.443 0.2 -0.2 -0.2
H -22.093 -7.834 -14.945 -0.1 -0.2 0.2
H -21.236 -7.184 -13.480 -0.2 0.0 0.0
H -20.649 -6.897 -15.117 0.0 0.1 0.1
H -20.605 -9.497 -13.994 -0.2 0.1 0.1
C -22.416 -10.880 -9.885 0.5 0.3 -0.3
O -23.707 -11.429 -10.151 -0.6 -0.1 -0.1
H -21.864 -10.662 -10.804 -0.7 -0.2 0.1
H -22.546 -9.925 -9.379 -0.1 -0.1 0.1
H -21.786 -11.532 -9.280 -0.3 -0.1 0.1
H -23.627 -12.220 -10.695 0.1 0.0 0.1
C -21.306 -2.709 -13.030 -0.2 -0.2 1.4
O -21.469 -4.045 -12.517 -0.1 0.2 -0.5
H -21.544 -2.675 -14.088 0.3 0.2 -0.1
H -21.963 -2.056 -12.446 -0.2 0.1 -0.4
H -20.305 -2.365 -12.766 0.2 -0.1 -0.6
H -21.995 -4.515 -13.190 0.0 -0.1 0.2
```
Forces are in eV/Å.

Summary:
energy relative to the best compared isomer or geometry (same formula, charge and spin) = 39.20 kcal per mole
total charge = +1

Want to see where the charge sits? The Mulliken charges in e are: atom 1 (Hg): 1.093, atom 2 (C): 1.912, atom 3 (C): 1.653, atom 4 (O): -0.852, atom 5 (O): -1.406, atom 6 (H): -0.597, atom 7 (H): -0.946, atom 8 (H): 0.156, atom 9 (C): -0.338, atom 10 (O): -0.477, atom 11 (H): 0.162, atom 12 (H): -0.039, atom 13 (H): 0.369, atom 14 (H): 0.081, atom 15 (C): 0.048, atom 16 (O): -0.554, atom 17 (H): -0.682, atom 18 (H): 0.387, atom 19 (H): 0.301, atom 20 (H): 0.452, atom 21 (C): -0.862, atom 22 (O): -0.482, atom 23 (H): 0.363, atom 24 (H): 0.304, atom 25 (H): 0.275, atom 26 (H): 0.269, atom 27 (C): -0.434, atom 28 (O): -0.398, atom 29 (H): 0.071, atom 30 (H): 0.390, atom 31 (H): 0.256, atom 32 (H): 0.252, atom 33 (C): -0.267, atom 34 (O): -0.508, atom 35 (H): 0.268, atom 36 (H): 0.378, atom 37 (H): 0.003, atom 38 (H): 0.289, atom 39 (C): 0.126, atom 40 (O): -0.574, atom 41 (H): 0.414, atom 42 (H): 0.154, atom 43 (H): -0.407, atom 44 (H): 0.332, atom 45 (C): -0.572, atom 46 (O): -0.454, atom 47 (H): 0.240, atom 48 (H): 0.195, atom 49 (H): 0.295, atom 50 (H): 0.260, atom 51 (C): 0.333, atom 52 (O): -0.603, atom 53 (H): -0.502, atom 54 (H): -0.108, atom 55 (H): 0.457, atom 56 (H): 0.397, atom 57 (C): -0.392, atom 58 (O): -0.402, atom 59 (H): 0.399, atom 60 (H): -0.142, atom 61 (H): 0.414, atom 62 (H): 0.237, atom 63 (C): -0.323, atom 64 (O): -0.557, atom 65 (H): 0.213, atom 66 (H): 0.108, atom 67 (H): 0.320, atom 68 (H): 0.275, atom 69 (C): -0.395, atom 70 (O): -0.468, atom 71 (H): -0.116, atom 72 (H): 0.133, atom 73 (H): 0.566, atom 74 (H): 0.304, atom 75 (C): -0.769, atom 76 (O): -0.485, atom 77 (H): 0.321, atom 78 (H): 0.236, atom 79 (H): 0.308, atom 80 (H): 0.338

***

C14H52AgN24O14 | ωB97M-V with the def2-TZVPD basis set

Structure (XYZ):
```
105
Properties=species:S:1:pos:R:3:forces:R:3
Ag -0.055 3.346 0.834 -0.1 -0.3 -0.7
O 0.535 1.367 1.397 -0.4 -0.1 0.1
C 0.759 0.307 0.494 2.0 1.8 -0.7
C 1.550 0.791 -0.824 -0.5 -0.7 0.3
O 0.884 1.771 -1.577 0.3 -0.6 0.3
H -0.112 -0.101 0.017 -1.2 -0.5 0.2
H 1.312 -0.451 1.090 -0.2 0.0 -0.8
H 1.758 -0.110 -1.451 -0.3 -0.1 0.3
H 2.561 1.121 -0.580 0.4 0.3 0.6
C 4.202 0.413 -3.585 -0.9 0.7 1.7
O 5.136 0.479 -4.331 0.6 0.5 -2.1
N 4.288 -0.429 -2.512 0.7 -1.2 0.5
N 2.999 1.136 -3.695 -0.7 -0.7 1.6
H 3.962 -0.117 -1.608 -0.2 -0.3 0.0
H 5.207 -0.926 -2.498 -1.3 0.8 0.1
H 3.106 2.002 -4.148 0.4 0.9 -1.0
H 2.340 1.317 -2.872 1.2 -0.6 -0.9
C -0.126 -1.554 -3.567 0.6 -2.0 -0.1
O -1.009 -2.452 -3.639 0.8 0.8 -0.2
N 1.225 -1.892 -3.684 -0.2 0.5 0.1
N -0.396 -0.296 -3.296 -0.7 2.1 0.6
H 1.447 -2.793 -4.053 -0.4 -0.5 -0.1
H 1.935 -1.212 -3.946 -0.5 0.3 0.3
H -1.369 -0.021 -3.113 0.7 -0.4 -0.2
H 0.277 0.432 -2.974 -0.3 -0.7 -0.2
C 3.437 4.428 0.188 0.0 -1.4 0.9
O 3.695 5.597 0.404 0.1 0.4 -0.3
N 2.489 4.034 -0.718 0.7 0.3 0.7
N 4.074 3.431 0.933 -1.2 1.5 -1.5
H 2.114 4.788 -1.216 -0.5 1.1 -0.7
H 2.085 3.150 -0.958 -0.1 -1.1 0.0
H 4.736 3.821 1.549 0.7 -0.2 0.8
H 3.861 2.471 0.842 0.0 -0.8 0.1
C -1.067 0.828 4.272 -0.6 -0.9 0.7
O -1.784 0.646 5.257 1.1 0.7 0.5
N 0.314 1.005 4.264 0.4 0.6 0.0
N -1.624 0.626 3.065 -0.4 0.4 -3.2
H 0.730 1.504 5.046 -0.6 -0.3 -0.1
H 0.778 1.208 3.360 -0.9 -0.1 0.1
H -2.643 0.528 3.010 0.9 0.0 0.5
H -1.129 0.891 2.166 0.0 -0.3 1.4
C -5.596 1.946 0.404 0.8 1.9 0.6
O -5.906 3.151 0.629 0.2 -1.8 0.1
N -4.369 1.449 0.822 -1.0 0.9 0.2
N -6.444 1.124 -0.243 0.4 -0.3 0.3
H -3.739 2.032 1.356 -0.5 0.2 -0.3
H -4.010 0.568 0.555 -0.1 -1.0 -0.6
H -7.223 1.538 -0.705 -0.2 0.4 0.0
H -6.093 0.262 -0.606 0.3 -0.5 -0.1
C -2.857 4.533 0.480 1.6 0.6 -1.8
O -1.696 4.664 -0.020 -0.4 -0.3 0.9
N -3.925 4.761 -0.293 -0.6 0.1 1.9
N -3.016 4.197 1.770 0.9 -0.4 0.8
H -3.795 4.805 -1.261 0.7 0.0 -1.6
H -4.847 4.453 0.008 0.2 -0.1 0.2
H -2.196 3.915 2.333 -1.0 0.4 -0.7
H -3.934 4.043 2.104 -0.8 -0.1 0.5
C 3.938 -0.532 3.996 -0.4 0.6 -1.2
O 4.378 -1.648 3.863 0.8 -1.2 -0.2
N 3.699 0.334 2.958 -1.7 0.3 -0.6
N 3.717 -0.013 5.227 -1.3 -0.2 3.3
H 3.489 -0.157 2.052 0.5 0.6 0.9
H 2.983 1.049 3.222 1.1 -0.8 -0.7
H 2.821 0.480 5.433 1.2 -0.4 -0.7
H 3.802 -0.782 5.927 0.1 1.0 -0.8
C -3.735 -1.514 -1.672 0.9 -1.0 -0.3
O -4.418 -0.945 -0.852 -1.1 0.8 1.1
N -4.087 -1.647 -2.987 0.9 -0.8 1.4
N -2.567 -2.166 -1.337 -2.0 0.4 -0.5
H -4.792 -1.058 -3.318 -0.9 0.9 -0.6
H -3.295 -1.868 -3.537 0.4 -0.2 -1.3
H -2.220 -1.930 -0.448 0.6 0.2 0.9
H -1.970 -2.342 -2.113 1.1 -0.4 -0.5
C 0.245 -6.568 -1.923 -0.4 3.1 -1.8
O 0.557 -7.129 -2.943 0.5 -1.7 -0.8
N -0.381 -5.339 -2.052 -0.1 0.7 -0.6
N 0.599 -6.929 -0.703 0.6 -1.3 2.8
H -0.780 -4.832 -1.284 0.0 0.1 0.1
H -0.353 -4.867 -2.982 -0.2 -0.8 1.4
H 1.062 -7.840 -0.637 -0.4 0.8 0.2
H 0.482 -6.351 0.142 0.0 -0.6 -0.9
C -0.504 -3.359 3.272 -0.6 -1.2 -0.9
O -0.278 -4.390 2.591 1.2 1.7 0.4
N 0.309 -2.271 3.450 1.0 -3.3 -0.9
N -1.740 -3.361 3.859 0.0 1.3 0.9
H -0.082 -1.399 3.590 -0.9 1.9 0.4
H 1.096 -2.331 2.806 0.1 0.4 0.3
H -2.097 -2.522 4.317 0.2 -0.3 -0.3
H -2.352 -3.826 3.230 -0.8 -0.4 0.0
C -2.036 2.913 -2.745 1.2 -2.4 2.4
O -3.071 3.490 -2.876 -2.0 1.9 -1.0
N -0.985 2.947 -3.610 0.1 1.2 -1.1
N -1.912 2.036 -1.643 1.4 -0.4 -2.9
H -0.061 2.830 -3.238 0.3 -0.5 0.6
H -1.036 3.786 -4.188 -0.1 -0.5 0.0
H -0.955 1.695 -1.464 -0.1 0.5 0.3
H -2.437 2.421 -0.926 -1.0 0.3 1.7
C 3.097 -2.358 0.549 -1.7 -0.7 0.0
O 3.681 -1.303 0.408 0.8 0.4 1.0
N 2.476 -2.913 -0.544 -0.3 -0.5 0.3
N 2.849 -3.026 1.818 1.6 1.4 -1.3
H 1.997 -3.757 -0.350 -0.5 -0.8 -0.1
H 2.153 -2.453 -1.408 0.8 0.3 0.9
H 3.613 -2.932 2.526 -1.0 0.2 -0.8
H 2.270 -3.851 1.871 0.1 -0.1 -0.3
```
Forces are in eV/Å.

Summary:
total charge = -1

Mulliken atomic charge list, values in e, 99 entries: atom 1 (Ag): 0.560, atom 2 (O): -0.242, atom 3 (C): -0.219, atom 4 (C): 1.266, atom 5 (O): -0.764, atom 6 (H): 0.037, atom 7 (H): -0.379, atom 8 (H): -0.507, atom 9 (H): 0.097, atom 10 (C): 0.270, atom 11 (O): -0.661, atom 12 (N): -0.085, atom 13 (N): -0.280, atom 14 (H): -0.024, atom 15 (H): 0.233, atom 16 (H): 0.245, atom 17 (H): 0.217, atom 18 (C): 0.635, atom 19 (O): -0.782, atom 20 (N): -0.369, atom 21 (N): 0.109, atom 22 (H): 0.250, atom 23 (H): 0.134, atom 24 (H): 0.205, atom 25 (H): -0.115, atom 26 (C): 0.364, atom 27 (O): -0.706, atom 28 (N): -0.200, atom 29 (N): -0.250, atom 30 (H): 0.145, atom 31 (H): 0.105, atom 32 (H): 0.182, atom 33 (H): 0.193, atom 34 (C): -0.021, atom 35 (O): -0.742, atom 36 (N): -0.127, atom 37 (N): 0.092, atom 38 (H): 0.286, atom 39 (H): 0.022, atom 40 (H): 0.120, atom 41 (H): -0.002, atom 42 (C): 0.524, atom 43 (O): -0.847, atom 44 (N): -0.022, atom 45 (N): -0.388, atom 46 (H): 0.011, atom 47 (H): 0.289, atom 48 (H): 0.235, atom 49 (H): 0.298, atom 50 (C): 0.354, atom 51 (O): -0.801, atom 52 (N): -0.298, atom 53 (N): -0.360, atom 54 (H): 0.268, atom 55 (H): 0.375, atom 56 (H): 0.113, atom 57 (H): 0.313, atom 58 (C): 0.673, atom 59 (O): -0.693, atom 60 (N): -0.246, atom 61 (N): -0.595, atom 62 (H): 0.033, atom 63 (H): 0.221, atom 64 (H): 0.268, atom 65 (H): 0.291, atom 66 (C): 0.505, atom 67 (O): -0.745, atom 68 (N): -0.411, atom 69 (N): -0.151, atom 70 (H): 0.213, atom 71 (H): 0.292, atom 72 (H): 0.140, atom 73 (H): -0.018, atom 74 (C): 0.641, atom 75 (O): -0.660, atom 76 (N): -0.257, atom 77 (N): -0.352, atom 78 (H): 0.163, atom 79 (H): 0.095, atom 80 (H): 0.195, atom 81 (H): 0.196, atom 82 (C): 0.466, atom 83 (O): -0.667, atom 84 (N): -0.276, atom 85 (N): -0.501, atom 86 (H): 0.414, atom 87 (H): 0.169, atom 88 (H): 0.255, atom 89 (H): 0.233, atom 90 (C): 0.341, atom 91 (O): -0.717, atom 92 (N): -0.375, atom 93 (N): 0.253, atom 94 (H): 0.167, atom 95 (H): 0.314, atom 96 (H): -0.065, atom 97 (H): -0.140, atom 98 (C): 0.495, atom 99 (O): -0.632

***

Number 1: LUMO level -6.044 eV, DFT total energy -48172.207 eV. Number 2: LUMO level 1.912 eV, DFT total energy -83803.643 eV.